1.
A molecular structure, C3H2LiO3Tb at a distorted geometry. Source: OMol25; level of theory: ωB97M-V with the def2-TZVPD basis set.

Its spin multiplicity is 8. The total energy is -31891.067 eV. As for the total charge: +3. The expectation value of S² is 16.658. For the HOMO-LUMO gap (alpha / beta), the calculation gives 9.599 / 6.057 eV.

Element x y z (Å)
Li: 0.705 2.262 0.890
C: -2.059 -0.734 0.032
H: -1.867 -1.546 -0.668
O: -1.022 1.313 0.727
C: 1.096 -0.216 -0.302
O: 1.725 0.821 0.073
O: 1.681 -1.189 -0.789
H: -3.029 -0.636 0.520
C: -1.110 0.205 0.250
Tb: 3.880 -0.280 -0.731

---

2.
3 unconnected molecules or ions with the total composition C12H24BClFNO6S at a distorted geometry. Source: OMol25; level of theory: ωB97M-V with the def2-TZVPD basis set.

As for the SMILES: CCB(O)N(CC(=O)Cl)S(=O)(=O)F.C1CCOC1.C1CCOC1. The total energy is -53360.807 eV. As for the total charge: 0. For the HOMO-LUMO gap, the calculation gives 9.701 eV.

Element x y z (Å)
H: -3.446 -4.787 -2.826
O: 1.310 1.449 -3.879
H: 2.513 1.320 0.197
H: 0.998 4.818 5.217
C: -1.501 -4.872 -1.894
C: -1.474 2.426 -0.730
H: 1.404 2.124 5.292
H: 2.535 3.041 -1.509
S: 0.189 -0.627 -1.568
H: -2.478 -6.146 -3.404
B: 1.416 1.468 -2.523
C: 3.168 1.171 -0.652
H: -0.392 3.755 4.981
O: 1.149 -1.171 -2.462
H: -2.774 -7.350 -1.323
C: 2.713 2.027 -1.861
C: -1.999 -4.606 -0.477
C: -3.254 -6.367 -1.368
H: -0.147 1.178 0.370
H: 4.192 1.391 -0.395
N: 0.216 0.980 -1.747
H: 0.117 1.529 3.333
O: -1.637 3.612 -0.727
H: 0.397 1.657 -4.098
C: 0.582 4.040 4.579
F: -1.188 -1.028 -2.090
O: -2.928 -5.650 -0.174
H: 1.264 5.142 2.833
H: 2.517 3.111 4.340
H: 3.505 2.089 -2.591
H: -0.500 4.986 2.927
C: 0.966 2.196 3.152
C: -0.121 1.755 -0.546
O: 0.335 -1.067 -0.230
H: -0.660 -5.568 -1.872
H: -1.197 -4.606 0.261
H: -1.180 -3.967 -2.406
H: -2.526 -3.647 -0.420
Cl: -2.852 1.329 -0.995
C: 1.473 2.808 4.449
C: -2.715 -5.542 -2.529
H: -4.334 -6.512 -1.416
H: 3.093 0.126 -0.919
C: 0.443 4.479 3.129
O: 0.518 3.288 2.338
H: 1.736 1.639 2.616
H: 0.554 2.580 -0.385

---

3.
A molecular structure, C4HLiO2Rb at a distorted geometry. Source: OMol25; level of theory: ωB97M-V with the def2-TZVPD basis set.

Its spin multiplicity is 2. The total energy is -9112.169 eV. As for the total charge: 0. The expectation value of S² is 0.751. For the HOMO-LUMO gap (alpha / beta), the calculation gives 1.568 / 5.824 eV.

Element x y z (Å)
C: -0.026 -1.163 -0.040
Rb: -6.569 -0.982 -1.989
O: 2.413 1.337 1.065
Li: 1.022 2.779 0.356
O: -2.213 -1.478 -1.140
C: 1.974 0.099 0.908
C: 1.159 -0.717 0.512
H: 3.366 1.408 0.916
C: -1.126 -1.284 -0.587

---

4.
A molecular structure, C29H32MoN10. Source: OMol25; level of theory: ωB97M-V with the def2-TZVPD basis set.

Its spin multiplicity is 3. The total energy is -47311.131 eV. As for the total charge: +4. The expectation value of S² is 2.033. For the HOMO-LUMO gap (alpha / beta), the calculation gives 6.398 / 5.522 eV.

Element x y z (Å)
C: 1.997 -4.003 -2.233
C: -2.353 -1.412 -2.733
H: -1.334 -2.670 -1.447
C: -2.404 0.388 3.980
H: 5.366 0.103 -0.158
C: 5.031 1.856 1.039
C: 2.053 -1.649 1.182
C: -0.840 1.145 6.114
H: -1.022 4.597 -0.734
N: -1.664 -1.707 -1.402
C: -1.017 0.415 3.838
N: 0.821 -0.211 2.441
H: 0.493 0.899 -4.450
N: 1.180 -2.174 -0.921
C: -0.918 2.487 -0.623
H: -4.107 0.699 5.259
C: -3.026 0.731 5.163
C: 3.102 -3.424 -0.200
C: 3.024 -4.230 -1.337
C: -2.828 1.257 -0.989
C: -0.111 0.296 -3.775
C: -1.622 -1.844 -3.990
H: -1.423 -2.921 -3.973
H: -4.630 2.329 -1.404
C: -2.935 3.637 -1.145
N: -1.304 -0.349 1.501
H: 6.076 1.961 1.300
C: 3.297 0.651 -0.095
H: 0.307 -2.780 -2.695
H: -2.702 1.380 7.168
H: 2.027 3.347 1.553
C: 2.169 -2.434 -0.028
H: -2.376 -1.725 -4.769
H: -1.018 0.861 -3.575
H: -0.240 1.436 6.967
H: -3.314 -1.922 -2.706
H: -2.404 -1.768 -0.705
C: -0.229 0.795 4.932
H: -2.554 -0.350 -2.785
C: -0.365 -1.056 -4.423
H: -0.437 -0.888 -5.496
N: 0.437 2.560 -0.257
N: 1.066 -0.835 1.229
H: 1.486 -0.404 -2.687
C: 4.101 2.776 1.514
C: -1.578 3.672 -0.831
N: 0.686 0.189 -2.481
H: 0.849 0.803 4.836
H: 1.873 -4.618 -3.117
C: 2.373 1.588 0.369
C: -3.568 2.407 -1.199
H: 3.739 -5.028 -1.502
H: 2.677 -1.780 2.060
H: 3.865 -3.578 0.555
C: -2.613 -0.362 1.730
H: 4.420 3.595 2.146
C: 4.630 0.797 0.229
H: -3.295 -0.661 0.947
N: -3.158 -0.039 2.866
H: -4.164 -0.115 2.959
C: -2.233 1.111 6.229
C: -0.456 -0.036 2.585
C: 2.766 2.651 1.176
H: 2.992 -0.148 -0.763
N: 1.010 1.473 -0.066
H: -3.486 4.553 -1.326
H: -3.320 0.299 -1.036
H: 0.544 -1.652 -4.317
H: 1.098 1.106 -2.335
N: -1.508 1.273 -0.734
Mo: -0.099 -0.378 -0.431
C: 1.104 -2.969 -1.994

---

> Which of these has the highest total charge?

C29H32MoN10